Record 1
ORCA calculation (the ωB97M-V functional and the def2-TZVPD basis) on a 2-piece molecular cluster, C4H12S2 overall at a distorted geometry.

Relative energy (zero: lowest compared OMol25 entry of this formula, charge and spin) in kJ/mol: 197.0
Orbital gap (spin up / spin down) in eV: 2.266 / 8.498
Multiplicity: 2
Net charge: -1

```
18
Properties=species:S:1:pos:R:3:nbo_charge:R:1
C -3.12066 -0.06253 -0.90440 -0.710
C -1.84182 0.58450 -1.39783 -0.861
S -0.23519 -0.14438 -0.72259 -0.249
H -2.85141 -1.03163 -0.58553 0.205
H -3.39679 0.41930 0.05227 0.194
H -3.88786 -0.10286 -1.58734 0.200
H -1.78878 1.68217 -1.14474 0.152
H -1.77126 0.55488 -2.51483 0.195
H -0.19557 0.67531 0.24052 0.035
C 1.76267 0.84126 1.79134 -0.839
S 2.77267 -0.57606 1.69574 0.095
C 2.53151 -1.40809 0.11166 -0.752
H 0.91151 0.53875 2.42130 0.215
H 2.33260 1.68205 2.25802 0.225
H 1.36792 1.26741 0.84188 0.225
H 1.46535 -1.65726 0.13122 0.236
H 3.10942 -2.45686 0.02887 0.219
H 2.83571 -0.80597 -0.71555 0.215
```

---

Record 2
ORCA calculation (the ωB97M-V functional and the def2-TZVPD basis) on C21H25BN3 as an isolated structure at a distorted geometry.

Relative energy (zero: lowest compared OMol25 entry of this formula, charge and spin) in kJ/mol: 160.0
Orbital gap in eV: 5.557
Multiplicity: 1
Net charge: +1

```
50
Properties=species:S:1:pos:R:3:nbo_charge:R:1
C -1.54130 4.16034 -0.87614 -0.394
N -0.29945 3.43348 -0.83881 -0.345
C 0.03363 2.51496 0.10570 -0.035
C 1.21245 1.85711 -0.29547 -0.101
C 1.79333 0.73300 0.46171 -0.432
C 2.70291 -0.33788 -0.10059 -0.025
C 2.40826 -1.01282 -1.27826 -0.227
C 3.19101 -2.10773 -1.67723 -0.206
C 4.27516 -2.46063 -0.88032 -0.219
C 4.55463 -1.83485 0.32985 -0.201
C 3.76063 -0.73610 0.70066 -0.205
C 1.58283 2.35671 -1.57676 -0.037
C 2.60621 2.06779 -2.48109 -0.211
C 2.47748 2.58578 -3.77288 -0.234
C 1.39265 3.42218 -4.13492 -0.214
C 0.45301 3.84762 -3.15738 -0.231
C 0.59776 3.33185 -1.90527 0.119
H -1.74140 4.51971 -1.87027 0.216
H -2.33436 3.48071 -0.56024 0.193
H -1.52589 5.00160 -0.19654 0.208
H -0.57440 2.36036 1.00226 0.201
H 2.26367 1.18241 1.33826 0.221
H 1.61999 -0.61939 -1.93158 0.217
H 2.93742 -2.62531 -2.59573 0.220
H 4.88184 -3.31556 -1.17598 0.217
H 5.34356 -2.17027 0.99697 0.223
H 3.99087 -0.13444 1.58057 0.212
H 3.47871 1.49990 -2.11754 0.228
H 3.19365 2.30391 -4.54413 0.221
H 1.28431 3.80763 -5.14307 0.221
H -0.39017 4.52693 -3.28332 0.210
H 0.93493 0.19324 0.76831 0.196
B -2.45083 -1.60758 3.90722 0.072
H -1.50993 -2.19696 4.38889 0.030
H -2.76116 -0.48151 4.19932 0.053
C -2.74952 -2.09566 2.42940 0.237
N -3.79377 -2.93879 2.67413 -0.311
C -3.98711 -3.13336 4.07914 -0.272
C -4.37289 -3.36803 1.49112 -0.040
C -3.63567 -2.80781 0.47608 -0.041
N -2.62712 -2.03666 1.06984 -0.288
C -1.65121 -1.38313 0.22757 -0.416
H -4.93572 -3.44303 4.53074 0.289
H -3.16893 -3.74449 4.48084 0.254
H -3.70590 -2.06595 4.38626 0.195
H -5.25970 -3.98198 1.43708 0.259
H -3.73262 -2.87602 -0.60004 0.260
H -1.98491 -1.61999 -0.78882 0.229
H -1.60860 -0.29548 0.35778 0.239
H -0.62835 -1.75582 0.36269 0.245
```

---

Record 3
ORCA calculation (the ωB97M-V functional and the def2-TZVPD basis) on a 2-piece molecular cluster, C4H12 overall at a distorted geometry.

Relative energy (zero: lowest compared OMol25 entry of this formula, charge and spin) in kJ/mol: 160.3
Orbital gap in eV: 12.001
Multiplicity: 1
Net charge: 0
SMILES: CC.CC

```
16
Properties=species:S:1:pos:R:3:nbo_charge:R:1
C -2.10206 -1.49230 -0.52889 -0.584
C -1.12369 -1.89699 0.57835 -0.605
H -1.97296 -2.16176 -1.35290 0.198
H -3.26852 -1.61240 -0.13053 0.182
H -2.02329 -0.49460 -0.86651 0.201
H -1.29442 -2.91883 0.76530 0.207
H -1.41130 -1.36318 1.46747 0.201
H -0.04266 -1.53148 0.21768 0.201
C 0.94226 1.85568 0.32411 -0.626
C 2.35263 1.43277 -0.28300 -0.637
H 0.92154 2.95092 0.42687 0.212
H 0.27975 1.32529 -0.47160 0.206
H 0.62844 1.38687 1.23350 0.209
H 2.84378 2.51649 -0.35651 0.199
H 2.30637 1.30858 -1.38739 0.214
H 2.96414 0.69494 0.36404 0.223
```

---

Record 4
ORCA calculation (the ωB97M-V functional and the def2-TZVPD basis) on a 5-piece molecular cluster, C2H14O4S2 overall at a distorted geometry.

Relative energy (zero: lowest compared OMol25 entry of this formula, charge and spin) in kJ/mol: 59.9
Orbital gap in eV: 9.193
Multiplicity: 1
Net charge: 0
SMILES: CCSS.O.O.O.O

```
22
Properties=species:S:1:pos:R:3:nbo_charge:R:1
C -1.98174 0.50421 1.20344 -0.643
C -0.64058 0.74312 1.84634 -0.563
S -0.11064 2.45989 1.71503 0.094
S -0.19101 3.11361 -0.17699 -0.135
H -2.04018 0.52208 0.11447 0.221
H -2.71492 1.23120 1.57071 0.216
H -2.52583 -0.40356 1.49184 0.213
H 0.15335 0.06630 1.52551 0.229
H -0.70212 0.50139 2.91022 0.238
H -1.52841 3.21946 -0.30684 0.125
O -0.32986 -0.62095 -3.27480 -0.936
H -0.17767 -1.19620 -2.54766 0.482
H 0.26306 0.10755 -3.07927 0.451
O -0.51852 -2.38456 -0.87551 -0.948
H -0.16680 -3.25503 -0.63643 0.476
H -1.24159 -2.38283 -0.23075 0.477
O 2.92073 0.25604 -1.29090 -0.941
H 2.30441 0.67586 -1.89744 0.470
H 2.77427 0.77399 -0.48862 0.472
O 2.20907 -1.32694 1.19459 -0.951
H 1.43160 -1.59800 0.70036 0.472
H 2.81337 -1.00664 0.53267 0.480
```

---

Which value of multiplicity does entry 4 give?
1

---

Which formula does entry 2 have?
C21H25BN3

---

Copy entry 4 word for word.
ORCA calculation (the ωB97M-V functional and the def2-TZVPD basis) on a 5-piece molecular cluster, C2H14O4S2 overall at a distorted geometry.

Relative energy (zero: lowest compared OMol25 entry of this formula, charge and spin) in kJ/mol: 59.9
Orbital gap in eV: 9.193
Multiplicity: 1
Net charge: 0
SMILES: CCSS.O.O.O.O

```
22
Properties=species:S:1:pos:R:3:nbo_charge:R:1
C -1.98174 0.50421 1.20344 -0.643
C -0.64058 0.74312 1.84634 -0.563
S -0.11064 2.45989 1.71503 0.094
S -0.19101 3.11361 -0.17699 -0.135
H -2.04018 0.52208 0.11447 0.221
H -2.71492 1.23120 1.57071 0.216
H -2.52583 -0.40356 1.49184 0.213
H 0.15335 0.06630 1.52551 0.229
H -0.70212 0.50139 2.91022 0.238
H -1.52841 3.21946 -0.30684 0.125
O -0.32986 -0.62095 -3.27480 -0.936
H -0.17767 -1.19620 -2.54766 0.482
H 0.26306 0.10755 -3.07927 0.451
O -0.51852 -2.38456 -0.87551 -0.948
H -0.16680 -3.25503 -0.63643 0.476
H -1.24159 -2.38283 -0.23075 0.477
O 2.92073 0.25604 -1.29090 -0.941
H 2.30441 0.67586 -1.89744 0.470
H 2.77427 0.77399 -0.48862 0.472
O 2.20907 -1.32694 1.19459 -0.951
H 1.43160 -1.59800 0.70036 0.472
H 2.81337 -1.00664 0.53267 0.480
```

---

Which formula does entry 1 have?
C4H12S2